(1)
Below is a 3-piece molecular cluster, C5H13NO2 overall, with properties calculated with ωB97M-V with the def2-TZVPD basis set.

Structure (ORCA input):
```
! RIJCOSX wB97M-V def2-TZVPD def2/J DEFGRID3
* xyz 1 2
O -2.807 -0.452 -0.792
O -5.656 -1.667 -0.631
N 0.489 1.391 -0.478
C 2.542 0.394 0.220
C 0.598 -1.499 1.669
C 1.138 0.422 0.187
C 0.295 -0.659 0.676
C 3.485 1.453 -0.188
H -2.591 -1.365 -1.058
H -6.077 -1.155 -1.326
H -4.965 -1.107 -0.264
H -0.332 1.827 -0.074
H 4.407 0.980 -0.514
H -0.142 -2.204 2.034
H 1.105 2.100 -0.867
H 3.132 2.013 -1.050
H 2.946 -0.404 0.824
H 1.587 -1.559 2.113
H -0.684 -0.650 0.207
H 3.732 2.092 0.672
H -2.203 0.048 -1.359
*
```

LUMO energy (alpha / beta) = -4.518 / -7.151 eV
HOMO-LUMO gap (alpha / beta) = 0.3212 / 0.2245 Ha

Results of the Löwdin charge analysis, in e, for atoms 1 through 5:
1 O -0.06
2 O -0.06
3 N 0.21
4 C 0.04
5 C 0.13

***

(2)
Below is a 3-piece molecular cluster, C5H13NO2 overall, with properties calculated with ωB97M-V with the def2-TZVPD basis set.

Structure (ORCA input):
```
! RIJCOSX wB97M-V def2-TZVPD def2/J DEFGRID3
* xyz 1 2
O 0.479 -2.697 1.536
O 3.095 -0.780 0.886
N -1.627 0.461 0.500
C -1.520 0.986 -0.812
C -0.953 0.844 1.481
C -2.312 2.029 -1.128
C 0.462 -0.626 -0.911
C -0.452 0.376 -1.663
H 3.514 -0.429 1.688
H 1.103 -0.255 -0.114
H 3.241 -1.693 0.707
H -2.895 2.636 -0.450
H 0.053 1.325 -1.978
H -0.809 -0.180 -2.528
H 1.227 -0.961 -1.613
H -0.152 -1.976 1.657
H -0.992 0.316 2.432
H -0.233 1.646 1.675
H -0.236 -1.390 -0.583
H -2.270 2.591 -2.063
H 1.278 -2.221 1.280
*
```

LUMO energy (alpha / beta) = -4.199 / -8.058 eV
HOMO-LUMO gap (alpha / beta) = 0.3761 / 0.2343 Ha

Results of the Löwdin charge analysis, in e, for atoms 1 through 5:
1 O -0.04
2 O -0.04
3 N 0.16
4 C -0.24
5 C 0.07

***

(3)
Below is a 3-piece molecular cluster, C5H13NO2 overall, with properties calculated with ωB97M-V with the def2-TZVPD basis set.

Structure (ORCA input):
```
! RIJCOSX wB97M-V def2-TZVPD def2/J DEFGRID3
* xyz 1 2
O -2.122 1.702 -0.982
O -3.246 -1.085 1.216
N 2.412 -0.195 2.637
C 1.357 0.457 -0.970
C 1.598 -0.216 1.454
C 1.796 0.503 0.383
C -0.561 -0.534 -2.316
C 0.087 -0.245 -1.148
H -0.205 -0.648 -0.077
H 2.751 1.250 0.307
H -0.324 -0.230 -3.358
H -2.394 0.941 -0.500
H 2.027 0.137 3.471
H 0.923 -0.941 1.415
H -4.211 -0.638 1.349
H -3.529 -1.558 2.020
H -1.196 -1.354 -2.486
H 1.328 1.545 -1.464
H -1.855 1.284 -1.921
H 3.312 0.059 2.434
H 2.052 -0.235 -1.465
*
```

LUMO energy (alpha / beta) = -3.524 / -8.324 eV
HOMO-LUMO gap (alpha / beta) = 0.3570 / 0.1744 Ha

Results of the Löwdin charge analysis, in e, for atoms 1 through 5:
1 O -0.10
2 O -0.13
3 N 0.26
4 C -0.20
5 C -0.04

***

Stability check: which of them is least stable? (3).

***

(1)
Below is C4H4CaO5 as an isolated structure, with properties calculated with ωB97M-V with the def2-TZVPD basis set.

Structure (ORCA input):
```
! RIJCOSX wB97M-V def2-TZVPD def2/J DEFGRID3
* xyz 0 1
Ca 3.430 1.251 0.940
O 2.949 4.458 1.491
O 5.052 4.044 1.604
O 2.207 -0.383 0.657
O 3.032 -2.168 -0.443
O 4.257 -0.297 -0.136
C 3.872 3.561 1.399
C 3.510 5.776 1.768
C 3.155 -1.019 0.001
C 5.004 5.484 1.843
H 5.594 5.968 1.059
H 3.225 6.434 0.942
H 5.446 5.668 2.826
H 3.076 6.127 2.708
*
```

LUMO energy = -0.823 eV
HOMO-LUMO gap = 0.2361 Ha

Results of the Löwdin charge analysis, in e, for atoms 1 through 5:
1 Ca 1.49
2 O 0.00
3 O 0.00
4 O -0.32
5 O -0.01

***

(2)
Below is C4H4CaO5 as an isolated structure, with properties calculated with ωB97M-V with the def2-TZVPD basis set.

Structure (ORCA input):
```
! RIJCOSX wB97M-V def2-TZVPD def2/J DEFGRID3
* xyz 0 1
Ca -2.096 -0.631 -1.763
O -0.164 -0.763 -1.027
O 0.259 0.962 0.433
O -0.197 -1.050 1.345
O -1.843 0.131 0.132
O -2.523 0.943 -3.371
C -2.736 1.775 -4.111
C -0.541 -0.175 0.139
C 1.178 -0.879 1.554
C 1.478 0.535 1.008
H 2.273 0.507 0.247
H 1.751 1.243 1.802
H 1.402 -0.968 2.627
H 1.757 -1.630 0.986
*
```

LUMO energy = -1.171 eV
HOMO-LUMO gap = 0.2488 Ha

Results of the Löwdin charge analysis, in e, for atoms 1 through 5:
1 Ca 1.51
2 O -0.32
3 O -0.05
4 O -0.07
5 O -0.30

***

Stability check: which of them is least stable? (1).

***

(1)
Below is one molecule with the formula BrH4N2OP, with properties calculated with ωB97M-V with the def2-TZVPD basis set.

Structure (ORCA input):
```
! RIJCOSX wB97M-V def2-TZVPD def2/J DEFGRID3
* xyz 0 1
Br 1.727 -0.825 -1.286
P 0.036 0.216 -0.305
O 0.841 1.323 0.512
N -0.375 -0.992 1.081
N -1.138 0.684 -1.212
H 1.636 0.894 1.001
H -0.797 -1.759 0.672
H -0.725 1.052 -2.153
H -1.206 -0.592 1.691
*
```

LUMO energy = 0.426 eV
Structure (SMILES) = N=[P@](N)(O)Br
HOMO-LUMO gap = 0.3793 Ha

Results of the Löwdin charge analysis, in e, for atoms 1 through 5:
1 Br 0.35
2 P 0.15
3 O -0.29
4 N -0.13
5 N -0.26

***

(2)
Below is a 2-piece molecular cluster, BrH4N2OP overall, with properties calculated with ωB97M-V with the def2-TZVPD basis set.

Structure (ORCA input):
```
! RIJCOSX wB97M-V def2-TZVPD def2/J DEFGRID3
* xyz 0 1
Br 1.844 2.524 -0.190
P -0.641 -0.390 0.059
O -0.856 0.920 -0.600
N -1.778 -1.381 0.395
N 0.913 -0.843 0.137
H -2.593 -0.828 -0.039
H 0.456 2.135 -0.556
H 1.733 -0.313 0.435
H 0.921 -1.824 0.360
*
```

LUMO energy = -0.035 eV
HOMO-LUMO gap = 0.3887 Ha

Results of the Löwdin charge analysis, in e, for atoms 1 through 5:
1 Br 0.28
2 P 0.50
3 O -0.40
4 N -0.19
5 N -0.07

***

Stability check: which of them is least stable? (2).

***

(1)
Below is a 3-piece molecular cluster, C5H14NO2 overall, with properties calculated with ωB97M-V with the def2-TZVPD basis set.

Structure (ORCA input):
```
! RIJCOSX wB97M-V def2-TZVPD def2/J DEFGRID3
* xyz 1 1
O -2.715 1.433 -3.655
O 0.605 1.668 4.553
N -0.563 0.546 1.364
C 0.253 -0.891 -0.353
C -0.033 0.347 0.051
C -0.456 1.721 1.859
C 1.488 -2.673 -1.667
C 0.984 -1.229 -1.602
H -3.491 1.912 -3.328
H 1.470 -3.042 -2.691
H -3.220 0.659 -3.944
H 1.933 -0.620 -1.692
H 2.487 -2.730 -1.210
H 0.097 -1.752 0.329
H -0.700 2.069 2.841
H 0.124 1.151 -0.691
H -1.003 -0.208 1.880
H 0.199 1.935 5.400
H 0.822 -3.409 -1.145
H 0.250 -1.053 -2.410
H 1.531 1.579 4.816
H -0.063 2.586 1.292
*
```

LUMO energy = -4.625 eV
HOMO-LUMO gap = 0.3377 Ha

Results of the Löwdin charge analysis, in e, for atoms 1 through 5:
1 O -0.07
2 O -0.07
3 N 0.08
4 C -0.07
5 C -0.09

***

(2)
Below is a 4-piece molecular cluster, C5H14NO2 overall, with properties calculated with ωB97M-V with the def2-TZVPD basis set.

Structure (ORCA input):
```
! RIJCOSX wB97M-V def2-TZVPD def2/J DEFGRID3
* xyz 1 1
O -1.127 0.593 -1.729
O -1.423 -0.908 0.151
N -2.539 -0.177 2.771
C 1.066 -0.273 0.562
C 1.217 1.130 0.673
C 0.950 1.865 -0.481
C 1.670 -1.074 -1.725
C 2.045 -0.868 -0.463
H 1.422 1.597 1.626
H 2.974 -1.222 -0.040
H -2.665 -0.272 1.782
H -1.868 -0.737 3.270
H -0.060 -0.574 0.277
H 0.666 1.378 -1.407
H -1.511 0.018 -0.948
H 2.418 -1.215 -2.491
H 0.775 2.935 -0.485
H -1.740 -1.786 -0.124
H 1.291 -0.749 1.520
H 0.658 -0.758 -1.965
H -1.798 0.922 -2.330
H -3.343 0.093 3.310
*
```

LUMO energy = -8.909 eV
HOMO-LUMO gap = 0.1352 Ha

Results of the Löwdin charge analysis, in e, for atoms 1 through 5:
1 O -0.10
2 O -0.09
3 N 0.07
4 C -0.14
5 C 0.00

***

Stability check: which of them is least stable? (2).